This record from the Open Molecules 2025 dataset describes a cluster of 2 separate species, BrClH2Si in total in a non-equilibrium geometry. The level of theory is the ωB97M-V functional and the def2-TZVPD basis.

Each line ends with the Löwdin charge.
Cartesian coordinates (Å):
1 Si -2.041 1.593 0.197  0.200
2 Cl 2.779 -1.266 0.013  0.176
3 Br -0.939 -0.288 0.555  0.069
4 H -1.493 1.977 -1.138  -0.243
5 H 1.694 -2.016 0.373  -0.202

Results
Gap between HOMO and LUMO = 0.28738 hartree
Strongest force on any atom = 0.04357 Eh/bohr
Spin multiplicity = 1
DFT total energy = -3324.867727 Eh
Total charge = 0
HOMO = -8.96 eV
Energy relative to the best compared isomer or geometry (same formula, charge and spin) = 2.740 eV

---

This record from the Open Molecules 2025 dataset describes a structure of composition BrClO3S in a non-equilibrium geometry. The level of theory is the ωB97M-V functional and the def2-TZVPD basis.

Each line ends with the Löwdin charge.
Cartesian coordinates (Å):
1 O -0.087 -0.688 -1.380  -0.301
2 O 0.121 -1.217 1.110  -0.326
3 O -0.230 1.116 0.180  -0.792
4 S 0.163 -0.428 -0.052  -0.011
5 Cl -1.991 1.014 0.044  0.668
6 Br 2.023 0.204 0.099  0.762

Results
Gap between HOMO and LUMO = 0.36155 hartree
Strongest force on any atom = 0.13394 Eh/bohr
Spin multiplicity = 1
DFT total energy = -3657.972613 Eh
Total charge = 0
HOMO = -11.19 eV
Energy relative to the best compared isomer or geometry (same formula, charge and spin) = 1.768 eV

---

This record from the Open Molecules 2025 dataset describes a cluster of 2 separate species, BrClOS in total. The level of theory is the ωB97M-V functional and the def2-TZVPD basis.

Each line ends with the Löwdin charge.
Cartesian coordinates (Å):
1 O 0.103 -1.229 -0.314  -0.586
2 S -0.391 -0.199 0.577  0.396
3 Cl 1.430 2.694 0.118  -0.060
4 Br -2.339 0.578 -0.031  0.251

Results
Gap between HOMO and LUMO (alpha / beta) = 0.35001 / 0.20562 hartree
Strongest force on any atom = 0.01840 Eh/bohr
Spin multiplicity = 1
DFT total energy = -3507.544207 Eh
Total charge = 0
HOMO (alpha / beta) = -11.62 / -9.57 eV
Energy relative to the best compared isomer or geometry (same formula, charge and spin) = 1.857 eV

---

This record from the Open Molecules 2025 dataset describes a structure of composition BrCuH10O5 in a non-equilibrium geometry. The level of theory is the ωB97M-V functional and the def2-TZVPD basis.

Each line ends with the Löwdin charge.
Cartesian coordinates (Å):
1 Cu -0.281 0.154 0.079  0.666
2 Br -3.980 -1.149 -0.737  -0.748
3 O 0.123 -2.164 2.511  -0.053
4 H 0.912 -2.657 2.287  0.033
5 H -0.504 -2.831 2.793  0.042
6 O 2.848 0.765 0.397  -0.042
7 H 3.446 0.616 1.130  0.039
8 H 3.246 1.482 -0.096  0.040
9 O -1.931 2.363 2.020  -0.061
10 H -2.800 1.967 2.090  0.038
11 H -1.929 3.056 2.680  0.032
12 O 0.897 -3.172 -1.991  -0.062
13 H -0.045 -3.204 -1.824  0.029
14 H 0.988 -3.447 -2.903  0.031
15 O -0.109 2.498 -2.600  -0.055
16 H -0.714 3.168 -2.282  0.034
17 H -0.168 2.555 -3.554  0.036

Results
Gap between HOMO and LUMO = 0.19636 hartree
Strongest force on any atom = 0.02021 Eh/bohr
Spin multiplicity = 1
DFT total energy = -4596.593929 Eh
Total charge = 0
HOMO = -7.18 eV
Energy relative to the best compared isomer or geometry (same formula, charge and spin) = 2.759 eV